Record 1
12
Properties=species:S:1:pos:R:3:lowdin_charge:R:1 method="wB97M-V/def2-TZVPD" e_tot_ev=-8336.5790 spin_multiplicity=1 lumo_energy_ev="0.878 / 0.909" e_homo_ev="-6.447 / -6.863"
C -0.87026 0.36863 0.60906 -0.179
H -0.85707 -0.74200 -1.27832 0.133
O 1.29613 -0.70452 0.61223 0.008
C -0.64674 0.26714 -0.90269 -0.159
O 0.73035 0.59783 -1.17309 -0.033
H 2.57562 -0.37061 -0.92599 0.142
H -0.81817 1.43763 0.86456 0.111
C 1.59512 -0.17990 -0.51204 -0.216
H -1.87631 0.02335 0.88572 0.118
C 0.16751 -0.43822 1.31141 -0.143
H -1.22682 0.99800 -1.46712 0.126
H -0.06937 -1.25733 1.97628 0.091

***

Record 2
14
Properties=species:S:1:pos:R:3:lowdin_charge:R:1 method="wB97M-V/def2-TZVPD" e_tot_ev=-7245.5863 spin_multiplicity=1 total_charge=-1 lumo_energy_ev=4.470 e_homo_ev=-2.558
H -1.56381 1.56528 2.28588 0.035
N -0.19323 -1.33358 0.08595 -0.073
N 0.55564 -0.22890 -2.03286 -0.022
H 0.81252 -2.29632 -1.37768 0.076
H 0.01164 0.56250 -1.70570 0.042
O 0.13328 0.93583 1.18766 -0.499
H 1.54164 -0.18786 -1.73852 0.059
C -0.54294 1.98475 1.90276 -0.384
H -0.22496 -0.30822 0.30660 -0.034
H -0.90327 -2.10586 -1.65410 0.091
H -0.02697 1.96663 2.91292 0.024
H -0.66406 2.99362 1.24885 0.059
H 0.42776 -1.76668 0.72790 0.010
C 0.04067 -1.48015 -1.38261 -0.383

***

Record 3
101
Properties=species:S:1:pos:R:3:lowdin_charge:R:1 method="wB97M-V/def2-TZVPD" e_tot_ev=-890143.2724 spin_multiplicity=1 lumo_energy_ev=-0.252 e_homo_ev=-10.765
Cl 7.42699 -2.39946 11.84548 0.498
H -0.18878 0.95872 2.13029 0.048
C 3.51774 0.54077 -2.98826 -1.984
Cl 10.13787 -2.48726 12.89843 0.509
O -1.50708 5.52749 -1.05525 -0.025
C -3.52576 -11.24466 6.61115 -1.997
C -1.60662 -0.40937 -4.02935 -1.964
Cl -2.02402 -1.30730 -2.54812 0.533
C -2.79955 2.02707 8.68072 -2.008
Cl 0.45258 8.49365 -8.89315 0.491
Si -0.57505 1.86324 -0.20755 0.633
C 7.31539 -7.17156 10.10488 -2.001
Cl 8.65313 2.02840 -3.12946 0.512
Cl -5.98711 4.64205 -9.04709 0.495
Cl -3.08969 -1.99484 -10.23265 0.531
C 0.28843 1.86207 1.55348 -0.228
Cl -3.21696 1.12914 10.16195 0.512
Cl -0.48966 5.59010 -7.56789 0.474
Cl 6.81189 -0.19639 -2.77528 0.470
C -8.38383 -1.95143 -8.87874 -1.993
Cl -6.33905 3.97631 -12.46394 0.504
Cl 9.11570 -0.47977 -4.52962 0.512
C 1.69509 -1.87776 4.47285 -1.987
Cl 0.33974 -1.24395 3.50545 0.536
O -0.09976 5.16616 0.87060 -0.061
Cl -4.47333 0.20495 -8.92430 0.499
Cl 7.85936 -7.82486 8.53904 0.513
C -6.05121 2.23348 -12.69691 -1.966
Cl -0.08538 6.86096 -11.24053 0.507
Cl -1.33671 -7.65258 8.12012 0.470
Cl 1.79311 0.97578 -3.09308 0.479
C 0.13028 3.41860 -1.12459 -0.239
Cl -0.20819 -1.18196 -4.81800 0.515
Cl 4.47242 1.99021 -2.58557 0.504
Cl 4.06171 -0.11253 -4.55409 0.507
Cl -5.79718 4.38588 -6.15506 0.514
Cl 1.67499 -4.08986 11.96264 0.516
H 0.03637 2.86859 2.11104 0.047
C 1.04668 8.02430 -10.50600 -2.012
Cl 0.51430 -5.98046 6.62235 0.485
C -0.60829 4.14351 -6.53453 -1.986
Cl -1.19667 1.27272 -3.60854 0.471
Cl -2.99759 -0.42094 -5.14274 0.509
Cl -1.40112 1.25448 7.89207 0.502
Cl -6.20736 7.00223 -7.35997 0.519
Cl 3.74372 -0.69038 -1.72029 0.530
Cl 1.32966 -3.54410 4.98695 0.477
Cl 0.71703 -6.76206 12.60077 0.521
C -0.97127 -5.98624 7.60602 -1.964
Cl -2.57549 3.49573 3.87076 0.508
H -0.05283 3.41479 -2.28756 0.035
C 8.51789 0.25518 -3.02063 -1.994
Cl 1.16531 9.47090 -11.53937 0.516
Cl 9.12613 -0.04290 11.68731 0.512
O 2.48880 0.54183 1.36676 -0.082
Cl -4.19052 2.01550 7.56733 0.506
Cl -2.32662 -5.35243 6.63862 0.534
Cl 3.18067 -1.87198 3.48919 0.537
Cl 3.57281 -6.25863 12.36297 0.490
Cl -9.51589 -3.11478 -9.61327 0.519
C -2.90330 -0.36011 -9.54894 -1.966
Cl -2.38960 3.70915 9.10153 0.485
H 1.31331 3.38363 -0.98413 0.103
Cl -4.44123 1.80754 -12.06361 0.454
Cl -1.20240 4.61286 -4.92167 0.507
C -5.40925 5.42095 -7.55245 -1.995
Cl 0.16409 3.90647 4.76032 0.527
C 1.96283 -5.83269 11.72967 -1.988
Cl 5.59076 -6.73655 10.00006 0.477
H -0.21077 0.58420 -0.85923 -0.057
Cl 2.65420 7.27170 -10.35097 0.513
Cl 0.99923 3.39091 -6.37949 0.529
Cl -7.29701 1.30411 -11.82581 0.467
Cl -3.64535 5.65366 -7.64769 0.475
Cl -2.03753 5.12842 6.21814 0.491
Cl -5.25039 -10.80965 6.50633 0.512
C 1.91058 1.76664 1.33581 -0.218
F 2.84057 2.91751 1.15180 -0.034
Cl 1.88647 -6.22021 9.99230 0.470
H -1.13119 5.87627 -1.91700 0.106
Cl -6.12757 1.84596 -14.43428 0.525
Cl 9.69659 -2.36192 10.02530 0.501
Cl -2.57108 -9.79522 7.01384 0.450
Cl 7.54137 -8.40271 11.37285 0.514
C -0.45443 4.74769 -0.35344 -0.315
Cl -2.98179 -11.89796 5.04532 0.511
C -1.44343 4.65907 4.60529 -1.991
Cl -1.32479 6.10566 3.57192 0.546
Cl -6.77631 -2.70404 -8.72371 0.501
C 9.09690 -1.82288 11.61413 -2.017
H -2.03844 1.86439 -0.07550 -0.022
Cl -1.71654 -0.40362 -8.22068 0.484
Cl -8.97793 -1.48208 -7.26589 0.516
Cl 9.49085 -0.33153 -1.64815 0.516
Cl -1.74035 2.98017 -7.26906 0.484
Cl -2.33364 0.75308 -10.81814 0.472
Cl -8.26519 -0.50484 -9.91211 0.455
Cl 8.27007 -5.72212 10.50757 0.490
Cl -0.73606 -4.95948 9.04299 0.491
Cl 1.93030 -0.85099 5.90983 0.512
Cl -3.29977 -12.47581 7.87912 0.511

***

Record 4
55
Properties=species:S:1:pos:R:3:lowdin_charge:R:1 method="wB97M-V/def2-TZVPD" e_tot_ev=-81991.3956 spin_multiplicity=1 lumo_energy_ev=-1.909 e_homo_ev=-8.628
H -3.92401 -0.87975 -0.54872 0.123
H 2.36611 1.62104 -5.81749 0.113
C 2.55067 1.77935 -4.75410 -0.055
C 2.09428 -3.14689 -0.87259 -0.011
Cl -2.01257 4.56397 -1.07003 0.547
C 2.60585 -4.43080 -0.63066 -0.083
H 5.13214 2.39667 -2.59500 0.113
C -0.75589 1.68046 2.05733 -0.289
C 3.05205 2.46500 -2.06699 0.022
H 0.45034 1.83541 -4.19465 0.129
C -4.00459 -4.14280 0.51130 -0.100
C -2.28573 3.28593 3.75381 -0.088
C -1.30514 1.10593 3.21457 -0.049
C -1.73566 3.82959 2.59708 -0.074
H 3.01677 -5.96007 0.85635 0.101
H -2.86921 3.91576 4.42643 0.101
C -2.81551 -4.15049 1.26044 -0.077
C -2.42076 -1.88426 0.60434 -0.305
C 1.58657 -2.41577 0.21320 -0.314
B -0.17380 4.75682 -1.04810 -1.865
H 2.97769 -5.01815 -1.46700 0.103
C -2.11215 1.91977 4.02751 -0.081
H 2.03090 -4.64789 2.73263 0.106
O 0.92145 -1.21581 -0.03884 -0.196
O 0.40170 3.31668 -0.90402 -0.086
H -2.64233 1.48285 4.87662 0.103
C 2.08401 -4.22329 1.72814 -0.079
C -2.05337 -2.97935 1.38686 -0.043
C 3.86515 1.88521 -4.27798 -0.048
H -1.14876 0.04869 3.45863 0.088
H -2.48611 -5.06878 1.76167 0.107
H -4.61981 -5.05078 0.45127 0.102
C -3.64448 -1.82131 -0.06865 -0.015
C 2.61006 -4.96548 0.66039 -0.098
C 1.72230 2.22815 -2.52003 -0.181
C 1.64409 -2.91309 1.52341 -0.087
Cl 0.50232 5.52131 -2.56006 0.561
H 1.29034 -2.31217 2.37270 0.076
H -0.31495 1.68216 -1.89506 0.169
O -0.06923 0.95458 1.08348 -0.212
C 1.48744 1.91430 -3.87001 -0.013
O -1.54549 -0.83985 0.36369 -0.186
H -5.35365 -2.95191 -0.71757 0.106
C -4.42294 -2.97422 -0.14487 -0.083
H -1.89497 4.85557 2.27991 0.097
H -1.19424 -2.94559 2.06448 0.088
C 4.10885 2.24353 -2.94251 -0.056
C -0.95378 3.02491 1.78738 -0.059
H -0.49050 3.43833 0.91097 0.009
H 2.05540 -2.72189 -1.87360 0.115
C 0.54018 2.33926 -1.70256 -0.009
H 4.70589 1.72374 -4.94605 0.110
P -0.12321 -0.68594 1.16171 0.965
H 3.19358 2.83113 -1.04902 0.134
Cl 0.37670 5.70026 0.44986 0.555

***

Record 5
111
Properties=species:S:1:pos:R:3:mulliken_spin:R:1 method="wB97M-V/def2-TZVPD" e_tot_ev=-212494.0145 spin_multiplicity=3 s_squared=2.03 total_charge=+2 lumo_energy_ev="-6.612 / -6.627" e_homo_ev="-11.979 / -11.988"
C 0.56336 -0.88281 5.65641 0.000
C -0.31779 -2.43367 -3.10796 0.015
C -3.72615 1.23053 1.16548 0.026
H 2.95960 -1.97030 -5.49428 0.000
H 5.65975 -1.64748 0.61526 0.000
H -1.50277 -3.98870 -6.61904 0.000
C 1.68339 -2.75153 -7.06769 -0.001
C -4.66722 -3.65177 0.50491 0.002
C 0.67117 1.38455 -3.97373 0.030
C -3.39052 -1.71945 2.93463 -0.011
C -2.29007 -3.41660 2.22722 0.005
C -0.54852 0.04515 3.43237 -0.007
C 4.69248 1.16098 2.32244 0.000
C -3.14551 -4.67485 2.17135 0.002
H 5.04724 4.84378 -1.06004 0.000
N -0.97485 -3.08892 -4.07341 -0.002
Te -2.32614 4.17374 2.85491 0.000
H -2.11869 5.11957 0.44690 0.000
C 0.57974 1.12718 3.45160 0.012
C 0.41413 -3.30045 -7.40431 0.000
N -1.07217 2.80985 -1.10177 0.045
C 4.46743 4.60926 -1.96931 0.001
H 1.70523 1.74415 -3.81581 0.002
C -4.32352 -4.72130 1.43611 0.000
H 2.88986 -2.18774 -2.75611 0.000
H 5.67462 1.87280 4.06893 0.000
H 0.28878 -3.50777 -8.47057 0.000
H -2.44775 2.03421 -2.72486 -0.006
S -3.33953 0.64492 -0.46240 -0.055
H -1.33281 -0.25142 -6.27896 0.001
H 5.21542 4.32339 -2.69005 0.000
C -3.02034 -2.22137 1.52870 -0.010
H -2.03300 -3.33688 -3.97439 0.000
H -4.22957 -1.72487 -0.26462 -0.001
C -0.23684 -3.13528 -5.20850 0.000
H -5.43251 1.89245 0.19847 -0.001
C 5.61660 1.13727 3.34556 0.000
H -1.30561 -3.66051 1.70543 0.000
C 0.39692 0.71178 -5.13531 -0.008
H -0.06775 4.05223 0.26880 0.003
C 6.62778 -0.87090 2.38641 0.000
C -0.50567 -3.66830 -6.49593 0.000
H -3.08454 0.55724 -4.61090 -0.003
H 1.12530 0.46167 -5.82109 0.001
C -4.96267 1.85852 1.18312 -0.003
H -3.01008 2.19908 4.53026 0.000
O 0.84676 0.48668 -0.58402 -0.145
C 1.53022 1.06183 4.36764 -0.001
C 1.99492 -2.38234 -5.75516 0.001
C 1.47881 0.07839 5.48579 0.000
C -1.71132 1.56712 -3.39377 0.029
H 1.61508 -1.57283 -1.63097 -0.007
C 2.02266 -1.52885 -2.64816 0.025
As -1.63437 -0.88957 1.25277 -0.029
C -1.00828 0.38975 -5.43360 0.002
H -0.44114 2.58241 0.85421 -0.014
Mo -1.04602 0.10586 -0.94377 2.047
C -0.80572 -2.09323 3.78521 0.003
C -0.18149 -1.23419 2.56129 0.010
C 1.76936 1.47757 -0.79761 0.006
C 4.71325 0.13565 1.35001 0.000
C 2.20234 3.65747 -1.75944 -0.011
C -5.57698 2.32577 2.42006 0.002
H -3.17952 3.64598 0.29509 -0.001
H -0.25329 -2.92458 4.11452 -0.001
C -4.85276 2.49383 3.46470 -0.002
C 5.66193 -0.91780 1.39850 0.000
H 2.23567 -0.50589 -3.00853 -0.007
C -0.90881 3.33385 0.20033 0.047
C -4.00805 -2.48647 0.44551 -0.008
N 0.88731 -2.07704 -3.52585 0.005
C -3.33696 2.31913 3.45673 -0.001
C -1.98128 0.82139 -4.54200 0.020
H -5.35924 2.70202 4.43463 0.000
H -4.35557 -2.00135 3.21861 0.002
H 2.42141 -2.75722 -7.88063 0.000
Se -1.14121 -2.30358 -1.38352 -0.018
H -1.52733 -0.67720 5.31308 -0.001
H -5.43580 -3.89710 -0.22211 0.000
C -2.25094 -2.61949 3.56658 -0.004
H 3.93014 5.42968 -2.44238 0.000
O 3.28260 -1.02339 -0.10496 -0.002
C 3.55659 3.50650 -1.56408 0.002
H 5.04810 2.07987 -0.69799 0.000
H 2.38274 1.67913 4.20303 0.000
C -0.34891 1.81413 -3.12984 -0.063
H -2.93177 -5.52007 2.78697 0.000
H 0.78842 -1.36975 2.20707 0.007
H 2.27358 0.17719 6.25923 0.000
H 0.75089 -1.59901 6.43023 0.000
C 1.01043 -2.53528 -4.86334 -0.003
H -5.03094 -5.56790 1.44348 0.000
C 1.34165 2.62485 -1.39496 0.006
C 3.13811 1.28443 -0.47237 0.007
H 7.39050 0.32380 4.08391 0.000
C 3.69273 0.04031 0.23726 0.002
C -0.06822 2.54245 -1.87030 0.006
H -6.62851 2.58422 2.36592 0.000
H -2.61736 -3.26405 4.34608 0.001
H 1.77050 4.45343 -2.33351 0.001
H 0.58390 1.80279 2.59036 -0.006
C 6.62757 0.19747 3.32828 0.000
C -1.91333 0.24740 2.82786 0.009
H 7.39314 -1.62003 2.39928 0.000
C -3.17114 -0.26075 3.33449 0.014
H 3.98484 2.01331 2.28432 0.000
C -0.67404 -0.90244 4.70049 0.002
H -3.45520 -0.08920 4.39199 0.003
C -2.20871 4.00702 0.64597 0.003
C -3.13909 1.12479 2.55131 0.033
C 3.99091 2.32176 -0.87413 -0.007

***

Record 6
10
Properties=species:S:1:pos:R:3:lowdin_charge:R:1 method="wB97M-V/def2-TZVPD" e_tot_ev=-17008.6663 spin_multiplicity=1 smiles=C1Cp2on2O1 lumo_energy_ev=0.492 e_homo_ev=-9.842
P 1.37702 -1.07306 0.20792 0.946
N 1.68505 0.60541 0.35144 -0.241
C -0.48506 -0.78032 0.25867 -0.335
H -1.45605 1.21473 0.45156 0.085
C -0.79497 0.63639 -0.05284 -0.165
O 0.47323 1.37628 0.36339 -0.188
H -0.82205 -1.28047 1.10448 0.037
H -0.88464 0.70435 -1.10826 0.098
O 1.82429 -0.02000 -0.96767 -0.339
H -0.91682 -1.38331 -0.60869 0.103